Formula: C44H89F3N2O26P6S
Source: OMol25
Level of theory: ωB97M-V/def2-TZVPD

## Properties
* LUMO: 0.27 eV
* structure (SMILES): CCCN[C@]1(CCCCCOC(C)=O)OC(=O)[C@](Cc2cccc(C)c2)(N(C)C(C)=O)[C@]1(CCOCC(F)(F)F)[PH2]=S.COP(=O)(OC)OC.COP(=O)(OC)OC.COP(=O)(OC)OC.COP(=O)(OC)OC.COP(=O)(OC)OC
* highest occupied orbital energy: -8.1 eV
* orbital gap: 0.3068 Ha
* spin multiplicity: 1
* electronic energy: -178017.5821 eV

CARTESIAN COORDINATES (ANGSTROEM)
C  8.46  -3.69  -0.40
C  7.67  -3.10  -1.60
C  6.91  -1.78  -1.25
N  7.19  -0.66  -2.15
C  6.09  -0.25  -3.02
C  5.34  -1.42  -3.68
C  6.26  -2.35  -4.54
C  5.80  -2.42  -6.03
C  5.14  -3.78  -6.32
C  3.95  -4.07  -5.39
O  4.28  -5.09  -4.41
C  3.26  -5.13  -3.49
C  2.01  -5.95  -3.83
O  3.31  -4.56  -2.43
O  6.84  0.31  -4.17
C  5.95  1.06  -4.89
O  6.06  1.09  -6.09
C  4.82  1.70  -3.98
C  3.51  1.23  -4.72
C  2.33  0.73  -3.89
C  2.01  -0.61  -3.97
C  0.94  -1.13  -3.27
C  0.14  -0.35  -2.46
C  0.44  0.99  -2.38
C  -0.43  1.92  -1.54
C  1.51  1.50  -3.08
N  4.99  3.15  -3.90
C  3.81  3.90  -3.47
C  5.51  3.78  -5.11
C  4.70  3.97  -6.40
O  6.64  4.22  -5.08
C  5.29  1.03  -2.64
C  4.32  0.90  -1.44
C  4.92  0.45  -0.10
O  4.49  1.33  0.94
C  5.40  1.33  2.00
C  4.86  2.31  3.06
F  5.31  3.55  2.83
F  5.15  1.91  4.31
F  3.51  2.39  2.99
P  6.62  2.28  -2.01
S  5.91  3.68  -0.83
H  8.39  -3.10  0.51
H  8.12  -4.71  -0.19
H  9.53  -3.80  -0.66
H  6.95  -3.82  -2.02
H  8.40  -2.90  -2.39
H  7.32  -1.49  -0.26
H  5.85  -1.96  -1.07
H  7.97  -0.88  -2.76
H  4.54  -1.10  -4.35
H  4.85  -2.09  -2.95
H  7.32  -2.11  -4.43
H  6.15  -3.38  -4.15
H  6.71  -2.35  -6.63
H  5.17  -1.57  -6.32
H  4.73  -3.75  -7.33
H  5.86  -4.61  -6.24
H  3.04  -4.33  -5.96
H  3.72  -3.16  -4.82
H  2.13  -6.41  -4.82
H  1.11  -5.34  -3.78
H  1.91  -6.74  -3.09
H  3.14  2.05  -5.35
H  3.74  0.43  -5.44
H  2.54  -1.32  -4.60
H  0.70  -2.19  -3.36
H  -0.71  -0.78  -1.94
H  -1.49  1.68  -1.72
H  -0.19  1.86  -0.48
H  -0.30  2.93  -1.95
H  1.68  2.57  -2.99
H  3.55  3.63  -2.44
H  4.10  4.96  -3.41
H  2.95  3.85  -4.16
H  3.80  4.56  -6.20
H  4.48  2.97  -6.80
H  5.33  4.46  -7.13
H  3.59  0.12  -1.72
H  3.71  1.79  -1.27
H  4.54  -0.55  0.16
H  6.02  0.40  -0.08
H  6.40  1.70  1.71
H  5.48  0.34  2.49
H  7.36  2.80  -3.10
H  7.57  1.60  -1.22
C  -0.82  6.14  6.07
O  -1.14  5.14  5.09
P  -1.37  3.67  5.62
O  -2.40  3.54  6.65
O  0.08  3.20  6.10
C  1.22  3.51  5.29
O  -1.61  2.85  4.29
C  -1.77  1.43  4.43
H  -0.18  6.89  5.60
H  -1.73  6.61  6.43
H  -0.28  5.70  6.92
H  1.74  4.35  5.73
H  0.94  3.75  4.27
H  1.88  2.65  5.28
H  -1.74  1.12  5.47
H  -0.96  0.94  3.89
H  -2.72  1.14  4.00
C  -7.39  4.32  6.33
O  -7.26  4.95  5.05
P  -7.29  3.99  3.79
O  -8.47  3.14  3.67
O  -5.93  3.16  3.88
C  -4.73  3.84  4.25
O  -7.05  5.00  2.59
C  -6.93  4.43  1.29
H  -6.83  4.92  7.05
H  -8.44  4.29  6.62
H  -6.98  3.31  6.32
H  -4.51  3.64  5.30
H  -4.80  4.92  4.11
H  -3.91  3.47  3.64
H  -7.07  3.35  1.30
H  -5.93  4.65  0.90
H  -7.67  4.88  0.64
C  -9.43  -3.69  6.35
O  -9.99  -2.37  6.47
P  -10.01  -1.49  5.14
O  -10.69  -2.10  4.00
O  -8.48  -1.17  4.86
C  -7.62  -0.81  5.95
O  -10.61  -0.13  5.67
C  -10.68  0.95  4.73
H  -8.98  -3.95  7.31
H  -10.22  -4.40  6.11
H  -8.66  -3.72  5.58
H  -7.02  -1.68  6.22
H  -8.19  -0.48  6.82
H  -6.97  0.00  5.63
H  -10.34  0.66  3.74
H  -10.05  1.76  5.08
H  -11.71  1.30  4.66
C  -13.05  -2.34  13.48
O  -12.89  -1.83  12.15
P  -12.90  -2.90  10.98
O  -14.09  -3.75  10.91
O  -11.55  -3.72  11.18
C  -10.35  -3.02  11.51
O  -12.62  -1.99  9.71
C  -12.47  -2.67  8.46
H  -12.51  -1.69  14.16
H  -14.11  -2.35  13.74
H  -12.65  -3.35  13.57
H  -10.15  -3.14  12.58
H  -10.42  -1.96  11.27
H  -9.52  -3.46  10.95
H  -12.63  -3.75  8.55
H  -11.47  -2.50  8.08
H  -13.20  -2.28  7.75
C  4.90  -4.70  -11.70
O  5.67  -3.72  -10.99
P  5.25  -2.21  -11.21
O  3.86  -1.90  -10.88
O  5.63  -1.90  -12.73
C  6.88  -2.39  -13.24
O  6.33  -1.41  -10.37
C  6.28  0.02  -10.44
H  5.55  -5.54  -11.92
H  4.07  -5.04  -11.07
H  4.50  -4.30  -12.63
H  6.69  -3.28  -13.84
H  7.58  -2.64  -12.44
H  7.31  -1.62  -13.87
H  5.44  0.37  -11.04
H  7.21  0.38  -10.88
H  6.18  0.41  -9.43

Formula: C44H95AlNO13P4Si
Source: OMol25
Level of theory: ωB97M-V/def2-TZVPD

## Properties
* charge: -1
* LUMO: 0.22 eV
* highest occupied orbital energy: -3.9 eV
* orbital gap: 0.1527 Ha
* spin multiplicity: 1
* electronic energy: -126905.4997 eV

CARTESIAN COORDINATES (ANGSTROEM)
C  5.36  -0.80  4.93
C  5.25  -0.29  3.82
Al  5.40  0.15  1.81
C  4.05  1.63  1.45
C  3.92  2.69  2.62
C  2.54  3.49  2.38
C  2.81  5.04  2.26
C  3.36  5.30  0.77
C  2.24  6.02  -0.09
C  1.53  4.97  -1.04
C  0.28  4.25  -0.38
C  -1.13  4.77  -0.92
C  -2.04  3.61  -1.52
C  -3.40  3.43  -0.71
C  -3.18  2.29  0.38
N  -3.80  1.02  -0.02
C  -3.21  0.01  -0.76
C  -4.18  -1.03  -0.95
C  -5.43  -0.63  -0.24
C  -5.10  0.69  0.30
C  7.35  0.69  1.46
C  7.51  2.12  0.80
O  7.96  1.98  -0.57
Si  7.01  2.84  -1.69
C  8.04  3.03  -3.30
C  5.38  1.91  -2.05
C  6.54  4.61  -1.15
P  4.70  -1.72  0.59
C  5.08  -3.28  1.62
C  5.71  -1.96  -1.00
C  4.78  -1.60  -2.25
H  5.75  -1.23  5.87
H  4.20  2.18  0.48
H  3.05  1.12  1.38
H  4.75  3.44  2.57
H  3.82  2.20  3.61
H  2.13  3.15  1.40
H  1.83  3.28  3.22
H  1.87  5.62  2.44
H  3.58  5.42  2.99
H  3.64  4.33  0.31
H  4.29  5.93  0.85
H  1.51  6.61  0.53
H  2.74  6.76  -0.77
H  2.25  4.15  -1.34
H  1.27  5.51  -1.99
H  0.33  3.16  -0.61
H  0.35  4.36  0.73
H  -0.92  5.56  -1.69
H  -1.69  5.21  -0.06
H  -1.49  2.63  -1.57
H  -2.30  3.87  -2.58
H  -4.24  3.16  -1.41
H  -3.72  4.39  -0.23
H  -3.61  2.68  1.34
H  -2.09  2.08  0.51
H  -2.19  -0.02  -1.18
H  -4.08  -1.99  -1.50
H  -6.38  -1.19  -0.16
H  -5.81  1.30  0.90
H  7.84  0.76  2.48
H  7.93  -0.09  0.90
H  6.59  2.76  0.92
H  8.35  2.63  1.37
H  9.15  2.97  -3.10
H  7.70  2.35  -4.11
H  7.85  4.08  -3.68
H  5.38  1.01  -1.38
H  5.33  1.64  -3.14
H  4.50  2.55  -1.83
H  6.31  4.71  -0.06
H  7.35  5.30  -1.49
H  5.62  4.89  -1.74
H  4.69  -4.14  1.01
H  4.51  -3.23  2.57
H  6.17  -3.45  1.79
H  6.66  -1.36  -0.99
H  5.94  -3.05  -1.06
H  5.41  -1.06  -3.00
H  3.99  -0.89  -1.89
H  4.27  -2.51  -2.67
O  -2.53  -3.90  -4.38
P  -1.62  -3.25  -5.38
O  -1.38  -1.80  -4.65
C  -0.47  -1.75  -3.55
C  0.97  -1.95  -3.99
O  -2.78  -2.81  -6.48
C  -4.06  -3.43  -6.44
C  -5.02  -2.68  -5.52
O  -0.47  -2.82  -6.55
C  0.22  -3.92  -7.16
C  -0.72  -4.89  -7.86
H  -0.76  -2.49  -2.80
H  -0.57  -0.76  -3.09
H  1.12  -2.97  -4.36
H  1.65  -1.79  -3.15
H  1.23  -1.27  -4.80
H  -3.97  -4.48  -6.15
H  -4.46  -3.43  -7.46
H  -4.55  -2.36  -4.59
H  -5.89  -3.30  -5.28
H  -5.37  -1.77  -6.02
H  0.80  -4.44  -6.39
H  0.93  -3.50  -7.88
H  -1.40  -5.37  -7.15
H  -0.15  -5.68  -8.36
H  -1.33  -4.37  -8.60
O  2.33  -5.88  8.83
P  3.12  -4.62  9.07
O  4.64  -5.21  8.81
C  5.05  -5.40  7.46
C  5.22  -4.08  6.73
O  3.09  -4.66  10.72
C  2.12  -5.46  11.40
C  2.63  -6.88  11.63
O  3.76  -3.07  9.20
C  2.86  -2.00  8.83
C  1.60  -1.99  9.67
H  4.32  -6.03  6.94
H  6.00  -5.93  7.48
H  4.27  -3.57  6.60
H  5.65  -4.24  5.73
H  5.88  -3.41  7.29
H  1.18  -5.47  10.84
H  1.91  -4.99  12.36
H  3.16  -7.28  10.77
H  1.81  -7.55  11.89
H  3.35  -6.88  12.46
H  2.61  -2.10  7.77
H  3.40  -1.07  8.95
H  1.01  -2.90  9.52
H  0.97  -1.14  9.40
H  1.84  -1.93  10.73
O  -9.24  0.02  -2.43
P  -9.94  0.88  -3.45
O  -9.84  -0.11  -4.76
C  -10.74  -1.21  -4.83
C  -12.17  -0.76  -5.06
O  -8.68  1.90  -3.77
C  -7.59  1.99  -2.86
C  -6.50  0.97  -3.17
O  -10.91  1.93  -4.35
C  -11.84  2.72  -3.58
C  -11.14  3.60  -2.55
H  -10.67  -1.81  -3.92
H  -10.42  -1.84  -5.66
H  -12.56  -0.22  -4.20
H  -12.82  -1.62  -5.23
H  -12.24  -0.10  -5.92
H  -7.94  1.89  -1.83
H  -7.17  3.00  -2.94
H  -6.90  -0.01  -3.42
H  -5.82  0.86  -2.33
H  -5.93  1.30  -4.04
H  -12.55  2.05  -3.09
H  -12.40  3.34  -4.28
H  -10.62  2.99  -1.80
H  -11.87  4.22  -2.03
H  -10.40  4.24  -3.03

Formula: C45H100N6O3
Source: OMol25
Level of theory: ωB97M-V/def2-TZVPD

## Properties
* relative energy (zero: lowest compared OMol25 entry of this formula, charge and spin): 4.6168 eV
* charge: +4
* LUMO: -7.54 eV
* highest occupied orbital energy: -16.4 eV
* orbital gap: 0.3266 Ha
* spin multiplicity: 1
* electronic energy: -63328.2940 eV

CARTESIAN COORDINATES (ANGSTROEM)
N  1.31  0.32  -0.02
O  0.52  -0.17  0.79
O  2.08  -0.45  -0.52
O  1.29  1.56  -0.10
C  -1.43  1.47  -2.07
C  -2.78  1.13  -2.59
C  -2.69  0.27  -3.88
C  -3.96  -0.51  -4.06
N  -4.08  -1.02  -5.58
C  -4.21  -0.05  -6.78
C  -5.16  -0.70  -7.77
C  -5.86  -1.83  -7.13
C  -5.43  -1.77  -5.67
C  -2.91  -2.04  -5.86
H  -0.94  0.65  -1.54
H  -1.40  2.36  -1.43
H  -0.83  1.82  -2.91
H  -3.32  2.07  -2.72
H  -3.36  0.68  -1.79
H  -1.91  -0.44  -3.60
H  -2.29  0.72  -4.80
H  -4.75  0.16  -3.74
H  -4.05  -1.43  -3.48
H  -3.30  0.28  -7.29
H  -4.62  0.91  -6.46
H  -4.57  -1.05  -8.62
H  -5.88  0.08  -8.00
H  -5.38  -2.77  -7.41
H  -6.94  -1.81  -7.26
H  -5.28  -2.70  -5.13
H  -6.26  -1.20  -5.25
H  -2.05  -1.42  -5.61
H  -2.98  -2.29  -6.92
H  -3.03  -2.97  -5.29
C  1.01  -0.17  7.08
C  -0.15  0.77  7.41
C  -0.49  1.85  6.40
C  -1.08  1.36  5.07
N  -1.34  2.53  4.07
C  -1.84  1.90  2.73
C  -1.65  3.03  1.75
C  -0.32  3.63  2.20
C  -0.10  3.31  3.65
C  -2.37  3.51  4.59
H  1.94  0.23  6.69
H  0.64  -0.96  6.41
H  1.42  -0.77  7.89
H  0.18  1.26  8.33
H  -1.02  0.27  7.83
H  0.42  2.43  6.26
H  -1.23  2.59  6.70
H  -2.05  0.89  5.26
H  -0.39  0.67  4.58
H  -2.88  1.58  2.82
H  -1.17  1.05  2.56
H  -2.45  3.76  1.64
H  -1.54  2.74  0.71
H  -0.50  4.66  1.91
H  0.51  3.24  1.60
H  0.05  4.14  4.34
H  0.78  2.69  3.81
H  -2.18  4.03  5.53
H  -3.31  2.95  4.63
H  -2.55  4.23  3.79
C  3.92  3.35  -2.12
C  5.38  2.95  -2.35
C  6.20  2.80  -1.03
C  5.60  1.75  -0.01
N  5.13  2.35  1.35
C  4.06  3.54  1.27
C  3.38  3.54  2.64
C  3.71  2.13  3.29
C  4.39  1.30  2.19
C  6.40  2.85  2.18
H  3.43  3.58  -3.06
H  3.94  4.07  -1.31
H  3.31  2.58  -1.65
H  5.91  3.56  -3.09
H  5.37  2.01  -2.91
H  6.24  3.81  -0.63
H  7.19  2.52  -1.39
H  6.38  1.09  0.38
H  4.77  1.11  -0.31
H  4.69  4.43  1.22
H  3.34  3.30  0.49
H  3.93  4.24  3.26
H  2.39  3.98  2.64
H  4.03  2.09  4.33
H  2.72  1.66  3.32
H  5.11  0.65  2.69
H  3.64  0.81  1.57
H  6.20  3.26  3.17
H  6.87  3.71  1.70
H  7.07  1.99  2.21
C  2.09  2.52  -5.78
C  1.38  1.42  -4.95
C  1.93  0.05  -5.31
C  2.23  -0.78  -4.11
N  2.47  -2.35  -4.32
C  1.32  -2.89  -5.22
C  0.18  -3.03  -4.15
C  0.81  -3.13  -2.77
C  2.30  -3.01  -2.98
C  3.78  -2.59  -5.09
H  1.84  2.13  -6.77
H  3.12  2.78  -5.54
H  1.54  3.40  -5.45
H  0.32  1.57  -5.15
H  1.58  1.78  -3.93
H  2.93  0.28  -5.70
H  1.37  -0.39  -6.14
H  1.33  -0.60  -3.51
H  3.01  -0.31  -3.51
H  1.55  -3.90  -5.57
H  0.94  -2.33  -6.08
H  -0.47  -3.88  -4.36
H  -0.48  -2.18  -4.22
H  0.60  -4.07  -2.26
H  0.46  -2.32  -2.13
H  2.64  -4.00  -3.29
H  2.87  -2.49  -2.20
H  3.76  -2.11  -6.07
H  4.02  -3.65  -5.10
H  4.55  -2.20  -4.41
C  -3.05  -2.83  8.45
C  -3.11  -3.60  7.17
C  -2.82  -2.72  5.87
C  -3.15  -3.52  4.68
N  -2.35  -3.18  3.39
C  -2.97  -4.05  2.22
C  -1.86  -3.96  1.10
C  -0.56  -3.45  1.77
C  -0.79  -3.52  3.29
C  -2.50  -1.64  3.10
H  -2.04  -2.53  8.74
H  -3.37  -3.41  9.32
H  -3.60  -1.89  8.43
H  -4.11  -4.01  7.03
H  -2.45  -4.47  7.24
H  -1.81  -2.30  5.88
H  -3.44  -1.86  6.10
H  -4.17  -3.40  4.34
H  -3.06  -4.59  4.90
H  -3.97  -3.86  1.84
H  -3.00  -5.04  2.68
H  -2.20  -3.26  0.34
H  -1.66  -4.94  0.67
H  -0.15  -2.49  1.46
H  0.28  -4.11  1.51
H  -0.29  -2.85  3.99
H  -0.76  -4.55  3.63
H  -3.58  -1.49  3.11
H  -2.06  -1.33  2.15
H  -1.97  -1.17  3.93

> Which of these has the highest orbital gap?

C45H100N6O3

> What is the formula in the first record?

C44H89F3N2O26P6S